# 1
Formula: C4H7NO2
Source: OMol25
Level of theory: ωB97M-V/def2-TZVPD

XYZ file:
```
14
Properties=species:S:1:pos:R:3:mulliken_charge:R:1
C -0.978 0.783 -0.121 -0.721
C 0.351 0.159 -0.106 0.928
C 1.659 0.880 0.073 -1.105
C 0.451 -1.301 0.051 -1.244
N -2.200 0.050 -0.018 0.925
O -2.243 -1.166 0.027 -0.610
O -3.202 0.754 0.053 -0.597
H -1.292 1.851 -0.197 0.356
H 2.193 0.366 -0.720 0.347
H 1.983 0.764 1.039 0.331
H 1.510 2.020 -0.127 0.278
H 0.729 -1.659 1.001 0.343
H -0.351 -1.732 -0.393 0.475
H 1.389 -1.767 -0.563 0.295
```

Properties
**HOMO**: -9.99 eV
**Multiplicity**: 1
**Energy above the lowest of the compared OMol25 structures with the same formula, charge and spin**: 525.6 kJ/mol
**Frontier orbital gap**: 9.48 eV
**Charge**: 0
**SMILES**: CC(C)=C[N+](=O)[O-]
**Calculated total energy**: -361.68067 hartree


# 2
Formula: C4H7NO2
Source: OMol25
Level of theory: ωB97M-V/def2-TZVPD

XYZ file:
```
14
Properties=species:S:1:pos:R:3:mulliken_charge:R:1
O 0.547 -0.493 1.941 -0.523
C -0.869 0.000 -0.227 -0.083
C -0.262 1.400 -0.101 -0.484
O 1.044 1.200 0.443 -0.418
C 1.170 -0.159 0.709 0.327
N 0.334 -0.955 -0.162 -0.513
C -0.482 -0.857 -1.345 -0.354
H 0.251 -1.404 1.756 0.363
H -1.800 -0.153 0.330 0.289
H -0.157 1.892 -1.077 0.248
H -0.843 2.063 0.554 0.302
H 2.243 -0.378 0.764 0.307
H -0.224 -0.461 -2.318 0.297
H -1.036 -1.798 -1.325 0.242
```

Properties
**HOMO**: -9.40 eV
**Multiplicity**: 1
**Energy above the lowest of the compared OMol25 structures with the same formula, charge and spin**: 340.2 kJ/mol
**Frontier orbital gap**: 10.37 eV
**Charge**: 0
**SMILES**: O[C@@H]1OC[C@H]2CN21
**Calculated total energy**: -361.75128 hartree


# 3
Formula: C4H7NO2
Source: OMol25
Level of theory: ωB97M-V/def2-TZVPD

XYZ file:
```
14
Properties=species:S:1:pos:R:3:mulliken_charge:R:1
C -1.500 -0.494 -0.592 -1.256
C 0.045 -0.468 -0.476 1.173
C 0.416 -1.023 1.035 -0.594
O 0.749 -0.731 -1.514 -0.859
C 0.458 0.784 0.280 0.142
O 0.444 0.397 1.529 -0.369
N 1.050 1.838 -0.206 -0.343
H -1.848 -1.531 -0.597 0.331
H -1.974 0.035 0.244 0.351
H -1.794 -0.027 -1.539 0.299
H 1.442 -1.387 1.079 0.299
H -0.286 -1.638 1.600 0.288
H 1.569 2.487 0.362 0.263
H 1.230 1.759 -1.204 0.275
```

Properties
**HOMO**: -7.93 eV
**Multiplicity**: 1
**Energy above the lowest of the compared OMol25 structures with the same formula, charge and spin**: 315.4 kJ/mol
**Frontier orbital gap**: 8.47 eV
**Charge**: 0
**Calculated total energy**: -361.76071 hartree


# 4
Formula: C4H7NO2
Source: OMol25
Level of theory: ωB97M-V/def2-TZVPD

XYZ file:
```
14
Properties=species:S:1:pos:R:3:mulliken_charge:R:1
O -1.229 -0.588 1.490 -0.546
C -1.408 -0.253 0.136 -0.415
C 0.996 2.163 0.657 -0.291
O 1.087 0.870 0.874 -0.167
C 1.611 0.004 -0.148 -0.036
N 0.945 -0.788 -0.831 -0.404
C -0.489 -1.039 -0.803 -0.381
H -0.458 -0.100 1.808 0.383
H -2.437 -0.529 -0.120 0.362
H 1.435 2.327 -0.368 0.195
H -1.317 0.831 -0.035 0.246
H 2.692 0.117 -0.243 0.459
H -0.828 -0.907 -1.838 0.319
H -0.600 -2.108 -0.580 0.276
```

Properties
**HOMO**: -9.21 eV
**Multiplicity**: 1
**Energy above the lowest of the compared OMol25 structures with the same formula, charge and spin**: 486.4 kJ/mol
**Frontier orbital gap**: 9.17 eV
**Charge**: 0
**Calculated total energy**: -361.69559 hartree


# 5
Formula: C4H7NO2
Source: OMol25
Level of theory: ωB97M-V/def2-TZVPD

XYZ file:
```
14
Properties=species:S:1:pos:R:3:mulliken_charge:R:1
O -1.924 1.772 0.612 -0.541
C -0.850 0.890 0.678 -0.475
C 0.927 -1.946 1.124 -0.324
N 1.345 -0.942 0.384 -0.115
C 0.792 -0.450 -0.878 -0.649
C -0.371 0.519 -0.712 0.754
O -0.915 0.991 -1.688 -0.609
H -2.092 1.917 -0.335 0.379
H -0.001 1.328 1.230 0.280
H -1.117 -0.032 1.219 0.279
H 0.068 -2.384 0.562 0.170
H 2.136 -0.411 0.737 0.216
H 0.434 -1.302 -1.465 0.298
H 1.569 0.049 -1.469 0.338
```

Properties
**HOMO**: -8.90 eV
**Multiplicity**: 1
**Energy above the lowest of the compared OMol25 structures with the same formula, charge and spin**: 330.6 kJ/mol
**Frontier orbital gap**: 9.51 eV
**Charge**: 0
**Calculated total energy**: -361.75494 hartree


# 6
Formula: C4H7NO2
Source: OMol25
Level of theory: ωB97M-V/def2-TZVPD

XYZ file:
```
14
Properties=species:S:1:pos:R:3:mulliken_charge:R:1
C 0.741 -1.302 -1.465 0.199
C -0.296 -0.170 0.374 0.395
C 0.805 0.820 0.404 -0.383
C -1.747 0.340 0.270 -1.281
N 1.717 -0.594 -1.578 -0.575
O -0.223 -1.340 -0.511 -0.359
O 1.687 0.630 1.344 -0.494
H 0.454 -2.138 -2.028 0.420
H -0.311 -0.548 1.407 0.093
H 0.819 1.637 -0.209 0.575
H -1.961 0.404 -0.860 0.280
H -1.800 1.270 0.793 0.372
H -2.476 -0.227 0.737 0.353
H 2.591 1.219 1.319 0.406
```

Properties
**HOMO (spin up / spin down)**: -9.13 / -7.59 eV
**Multiplicity**: 1
**Energy above the lowest of the compared OMol25 structures with the same formula, charge and spin**: 516.5 kJ/mol
**Frontier orbital gap (spin up / spin down)**: 9.45 / 7.33 eV
**Charge**: 0
**Calculated total energy**: -361.68412 hartree


# 7
Formula: C4H7NO2
Source: OMol25
Level of theory: ωB97M-V/def2-TZVPD

XYZ file:
```
14
Properties=species:S:1:pos:R:3:mulliken_charge:R:1
C -1.484 -0.770 0.123 -1.025
C -0.959 0.505 -0.545 -0.365
C 0.358 1.120 -0.204 -0.122
N 0.998 0.846 0.855 -0.638
C 2.039 -1.171 0.230 0.819
O 2.970 -0.905 0.881 -0.423
O 1.199 -1.550 -0.488 -0.408
H -0.905 -1.061 1.002 0.298
H -1.502 -1.624 -0.562 0.260
H -2.516 -0.583 0.435 0.345
H -1.115 0.490 -1.629 0.326
H -1.521 1.369 -0.158 0.296
H 0.618 1.947 -0.881 0.399
H 1.813 1.441 0.988 0.238
```

Properties
**HOMO**: -10.25 eV
**Multiplicity**: 1
**Energy above the lowest of the compared OMol25 structures with the same formula, charge and spin**: 77.1 kJ/mol
**Frontier orbital gap**: 11.05 eV
**Charge**: 0
**SMILES**: [H]/N=C/CC.O=C=O
**Calculated total energy**: -361.85149 hartree


# 8
Formula: C4H7NO2
Source: OMol25
Level of theory: ωB97M-V/def2-TZVPD

XYZ file:
```
14
Properties=species:S:1:pos:R:3:mulliken_charge:R:1
O 0.405 0.288 2.061 -0.531
C -0.009 0.731 -0.511 -0.055
C 1.210 -0.177 -0.802 -0.547
O 1.295 -1.007 0.376 -0.389
C 0.136 -0.751 1.126 0.311
N -0.857 -0.036 0.352 -0.460
C -1.340 0.237 -0.993 -0.224
H -0.462 0.740 2.129 0.359
H 0.226 1.717 -0.104 0.263
H 1.058 -0.863 -1.658 0.232
H 2.151 0.376 -0.993 0.279
H -0.231 -1.677 1.590 0.296
H -1.423 -0.511 -1.790 0.237
H -2.161 0.935 -0.784 0.229
```

Properties
**HOMO**: -9.36 eV
**Multiplicity**: 1
**Energy above the lowest of the compared OMol25 structures with the same formula, charge and spin**: 345.3 kJ/mol
**Frontier orbital gap**: 10.33 eV
**Charge**: 0
**SMILES**: O[C@@H]1OC[C@H]2CN21
**Calculated total energy**: -361.74935 hartree


# 9
Formula: C4H7NO2
Source: OMol25
Level of theory: ωB97M-V/def2-TZVPD

XYZ file:
```
14
Properties=species:S:1:pos:R:3:mulliken_charge:R:1
C 0.556 -1.443 -0.385 -1.042
C -0.186 -0.473 0.491 0.762
N -0.385 -0.651 1.755 -0.567
O 0.150 -1.864 2.171 -0.378
C -0.660 0.774 -0.023 -0.436
C -0.135 2.338 -1.506 -0.580
O -0.473 1.079 -1.305 -0.320
H 0.084 -2.428 -0.344 0.321
H 0.596 -1.095 -1.418 0.328
H 1.577 -1.563 -0.007 0.300
H -0.051 -1.864 3.115 0.381
H -1.052 1.558 0.613 0.557
H -0.469 2.806 -2.418 0.283
H 0.448 2.825 -0.738 0.390
```

Properties
**HOMO (spin up / spin down)**: -7.54 / -7.78 eV
**Multiplicity**: 1
**Energy above the lowest of the compared OMol25 structures with the same formula, charge and spin**: 540.4 kJ/mol
**Frontier orbital gap (spin up / spin down)**: 7.98 / 7.94 eV
**Charge**: 0
**Calculated total energy**: -361.67501 hartree


# 10
Formula: C4H7NO2
Source: OMol25
Level of theory: ωB97M-V/def2-TZVPD

XYZ file:
```
14
Properties=species:S:1:pos:R:3:mulliken_charge:R:1
C 1.729 0.941 -1.285 -0.683
C 0.982 -0.267 -1.625 0.441
N 0.384 -1.225 -1.875 -0.456
O 0.319 0.619 1.544 -0.472
C -0.838 0.899 1.769 -0.102
C -1.372 -1.708 0.317 -0.109
O -2.218 -0.936 0.708 -0.445
H 1.580 1.145 -0.220 0.226
H 2.792 0.797 -1.495 0.288
H 1.359 1.784 -1.873 0.257
H -0.324 -1.639 0.656 0.236
H -1.342 0.586 2.699 0.286
H -1.444 1.513 1.080 0.236
H -1.606 -2.510 -0.402 0.297
```

Properties
**HOMO**: -10.15 eV
**Multiplicity**: 1
**Energy above the lowest of the compared OMol25 structures with the same formula, charge and spin**: 251.3 kJ/mol
**Frontier orbital gap**: 11.03 eV
**Charge**: 0
**SMILES**: CC#N.C=O.C=O
**Calculated total energy**: -361.78513 hartree


Q: What is the multiplicity in the tenth record?
A: 1